No. 1
The ion C5H5F6N2 with charge +1, computed with ωB97M-V/def2-TZVPD.

Atoms and positions in Å:
C1 0.59 -0.08 0.55
C2 0.73 -0.28 1.86
C3 -0.88 -1.77 0.07
C4 -0.20 -1.31 2.43
C5 -0.32 -2.42 1.34
N1 -2.16 -1.41 -0.17
N2 1.44 0.76 -0.26
F1 1.58 0.21 2.75
F2 -0.24 -2.13 -1.12
F3 0.24 -1.76 3.58
F4 -1.46 -0.88 2.69
F5 0.89 -2.98 1.12
F6 -1.03 -3.47 1.69
H1 -2.73 -1.70 -0.94
H2 -2.70 -1.14 0.65
H3 2.03 0.26 -0.88
H4 2.05 1.41 0.26
H5 0.90 1.25 -1.04

* charge: +1
* energy above the lowest of the compared OMol25 structures with the same formula, charge and spin: 301.11 kJ/mol
* LUMO energy: -4.45 eV

=====

No. 2
The molecule C6H3ClF6, computed with ωB97M-V/def2-TZVPD.

Atoms and positions in Å:
C1 1.38 -2.32 0.28
C2 1.03 -1.05 0.61
C3 0.94 0.04 -0.33
C4 0.34 1.40 0.19
C5 -1.49 0.30 -0.94
C6 -1.22 1.16 0.30
F1 0.77 1.81 1.38
F2 0.56 2.37 -0.72
F3 -1.72 0.92 -2.09
F4 -2.55 -0.59 -0.82
F5 -1.91 2.36 0.44
F6 -1.53 0.39 1.39
Cl1 1.65 0.06 -1.83
H1 1.61 -2.91 1.15
H2 1.37 -2.77 -0.73
H3 0.78 -1.17 1.72

* LUMO energy (alpha / beta): -1.35 / -1.03 eV

=====

No. 3
A cluster of 2 separate species, C7H12N5 in total, computed with ωB97M-V/def2-TZVPD.

Atoms and positions in Å:
C1 0.24 2.92 -1.06
C2 0.56 1.98 -0.08
C3 -1.33 1.46 -1.15
C4 0.07 0.05 3.02
C5 -0.85 0.30 2.10
C6 0.63 -1.71 -0.80
C7 -0.67 -0.08 0.64
N1 -0.91 2.60 -1.66
N2 -0.45 1.05 -0.17
N3 1.67 -2.43 -1.02
N4 -0.22 -1.56 -1.81
N5 0.46 -1.04 0.32
H1 0.86 3.81 -1.24
H2 1.37 1.85 0.66
H3 -2.38 1.13 -1.11
H4 -0.14 0.55 3.92
H5 0.97 -0.47 2.79
H6 -1.79 0.80 2.14
H7 -1.88 -0.65 0.00
H8 1.42 -3.11 -1.65
H9 2.57 -2.46 -0.66
H10 0.16 -1.81 -2.66
H11 -1.22 -1.73 -1.68
H12 0.88 -1.43 1.17

* charge: +1
* energy above the lowest of the compared OMol25 structures with the same formula, charge and spin: 173.41 kJ/mol
* LUMO energy: -3.30 eV

=====

No. 4
The molecule C22H20N2O4, computed with ωB97M-V/def2-TZVPD.

Atoms and positions in Å:
N1 3.01 3.11 2.34
C1 2.59 3.37 3.59
O1 3.31 3.78 4.48
C2 1.09 3.15 3.82
N2 0.55 2.02 3.12
C3 -0.48 2.09 2.23
O2 -1.08 3.09 1.90
C4 -0.81 0.66 1.75
O3 -2.15 0.35 2.05
C5 -0.56 0.54 0.23
C6 0.93 0.62 -0.03
O4 1.57 1.58 0.36
C7 1.59 -0.53 -0.64
C8 1.15 -1.29 -1.66
C9 -0.02 -1.07 -2.46
C10 -0.42 -1.94 -3.40
C11 -1.56 -1.81 -4.28
C12 -2.45 -0.73 -4.22
C13 -3.53 -0.66 -5.08
C14 -3.74 -1.66 -6.02
C15 -2.88 -2.74 -6.09
C16 -1.80 -2.81 -5.23
C17 0.16 -0.17 2.55
C18 0.38 -1.52 2.57
C19 1.39 -2.01 3.38
C20 2.17 -1.16 4.14
C21 1.96 0.22 4.12
C22 0.95 0.70 3.31
H1 2.41 2.73 1.63
H2 3.99 3.24 2.13
H3 0.55 4.03 3.46
H4 0.92 3.05 4.89
H5 -2.69 1.13 1.85
H6 -0.98 -0.41 -0.10
H7 -1.07 1.38 -0.26
H8 2.57 -0.73 -0.22
H9 1.75 -2.14 -1.95
H10 -0.56 -0.15 -2.30
H11 0.16 -2.84 -3.54
H12 -2.30 0.06 -3.50
H13 -4.20 0.18 -5.03
H14 -4.59 -1.60 -6.69
H15 -3.04 -3.52 -6.81
H16 -1.13 -3.65 -5.28
H17 -0.23 -2.19 1.98
H18 1.58 -3.08 3.42
H19 2.96 -1.56 4.77
H20 2.58 0.88 4.71

* energy above the lowest of the compared OMol25 structures with the same formula, charge and spin: 90.20 kJ/mol
* SMILES: NC(=O)CN1C(=O)[C@@](O)(CC(=O)/C=C\C=C\c2ccccc2)c2ccccc21
* LUMO energy: -0.80 eV

=====

No. 5
A cluster of 9 separate species, C35H83O17P in total, computed with ωB97M-V/def2-TZVPD.

Atoms and positions in Å:
C1 -3.95 -8.18 -2.27
O1 -3.99 -6.73 -2.32
P1 -3.52 -5.76 -1.05
O2 -4.14 -6.06 0.26
O3 -1.88 -5.89 -1.15
C2 -1.20 -5.90 0.07
O4 -3.89 -4.29 -1.60
C3 -4.17 -3.20 -0.71
H1 -3.95 -8.57 -1.25
H2 -3.06 -8.60 -2.74
H3 -4.91 -8.57 -2.61
H4 -1.74 -5.32 0.82
H5 -0.30 -5.29 0.12
H6 -0.98 -6.88 0.50
H7 -4.09 -3.55 0.32
H8 -5.18 -2.82 -0.88
H9 -3.41 -2.47 -0.96
C4 5.84 5.79 -1.61
C5 7.11 5.14 -2.01
C6 8.15 6.21 -1.69
O5 7.46 7.38 -2.07
C7 6.03 7.20 -2.24
H10 5.75 5.86 -0.53
H11 4.93 5.37 -2.04
H12 7.14 4.99 -3.09
H13 7.35 4.16 -1.60
H14 9.08 6.19 -2.27
H15 8.28 6.21 -0.61
H16 5.82 7.25 -3.31
H17 5.55 8.00 -1.68
C8 0.68 0.63 8.85
C9 1.86 1.63 8.89
C10 1.22 2.93 8.55
O6 -0.19 2.82 8.99
C11 -0.46 1.51 9.41
H18 0.99 -0.32 9.28
H19 0.41 0.32 7.84
H20 2.73 1.38 8.29
H21 2.15 1.64 9.94
H22 1.29 3.03 7.47
H23 1.73 3.75 9.05
H24 -1.45 1.14 9.13
H25 -0.31 1.45 10.49
C12 7.96 -4.69 -1.08
C13 7.48 -4.29 -2.42
C14 6.43 -5.35 -2.76
O7 6.39 -6.24 -1.70
C15 6.84 -5.53 -0.52
H26 8.09 -3.78 -0.50
H27 8.90 -5.25 -1.10
H28 8.21 -4.33 -3.23
H29 7.08 -3.28 -2.49
H30 6.49 -5.90 -3.69
H31 5.45 -4.87 -2.67
H32 7.20 -6.24 0.23
H33 6.00 -4.97 -0.10
C16 3.01 -6.90 5.54
O8 3.52 -7.90 4.69
C17 3.84 -9.10 5.35
C18 4.44 -10.16 4.43
O9 3.65 -10.86 3.55
C19 3.30 -12.19 4.03
H34 2.83 -6.01 4.95
H35 3.75 -6.74 6.33
H36 2.10 -7.23 6.05
H37 2.97 -9.55 5.83
H38 4.53 -8.89 6.17
H39 5.12 -10.77 5.04
H40 5.11 -9.59 3.78
H41 2.90 -12.93 3.34
H42 2.62 -12.19 4.89
H43 4.22 -12.62 4.41
C20 -0.43 8.38 2.18
O10 -1.40 7.57 2.82
C21 -1.94 8.11 4.03
C22 -2.33 9.61 4.09
O11 -3.21 9.96 3.06
C23 -3.72 11.27 3.32
H44 0.59 8.24 2.53
H45 -0.68 9.42 2.01
H46 -0.34 8.07 1.14
H47 -1.11 7.95 4.72
H48 -2.72 7.42 4.34
H49 -1.42 10.21 4.15
H50 -2.78 9.77 5.07
H51 -4.62 11.41 2.72
H52 -2.95 11.98 3.00
H53 -4.01 11.48 4.35
C24 0.70 -0.38 -1.65
O12 0.16 0.78 -1.10
C25 0.81 1.18 0.13
C26 0.75 0.25 1.37
O13 -0.54 -0.13 1.82
C27 -1.31 1.07 2.21
H54 1.79 -0.36 -1.76
H55 0.16 -0.58 -2.58
H56 0.40 -1.21 -1.02
H57 0.36 2.14 0.36
H58 1.86 1.26 -0.15
H59 1.33 0.73 2.17
H60 1.32 -0.67 1.24
H61 -2.23 0.72 2.70
H62 -1.72 1.67 1.40
H63 -0.81 1.72 2.92
C28 -2.26 0.62 -10.60
O14 -3.05 0.05 -9.58
C29 -2.36 -1.10 -9.03
C30 -3.12 -1.80 -7.95
O15 -4.35 -2.20 -8.56
C31 -5.23 -2.85 -7.63
H64 -1.29 1.02 -10.30
H65 -2.87 1.43 -11.01
H66 -2.14 -0.07 -11.43
H67 -1.43 -0.72 -8.61
H68 -2.09 -1.85 -9.77
H69 -3.49 -1.08 -7.23
H70 -2.55 -2.52 -7.36
H71 -4.88 -3.87 -7.49
H72 -6.26 -2.96 -7.97
H73 -5.37 -2.40 -6.64
C32 -9.16 5.00 -3.44
O16 -8.51 3.71 -3.56
C33 -7.35 3.75 -4.41
C34 -6.02 4.25 -3.78
O17 -6.14 5.55 -3.23
C35 -5.50 5.69 -1.94
H74 -9.46 5.50 -4.36
H75 -8.61 5.79 -2.92
H76 -10.02 4.73 -2.82
H77 -7.57 4.43 -5.23
H78 -7.15 2.77 -4.83
H79 -5.22 4.35 -4.51
H80 -5.70 3.51 -3.04
H81 -5.48 6.69 -1.50
H82 -4.51 5.23 -1.97
H83 -6.03 5.05 -1.24

* energy above the lowest of the compared OMol25 structures with the same formula, charge and spin: 354.71 kJ/mol
* SMILES: COP(=O)(OC)OC.C1CCOC1.C1CCOC1.C1CCOC1.COCCOC.COCCOC.COCCOC.COCCOC.COCCOC
* LUMO energy: 0.27 eV

=====

No. 6
A structure of composition C17H20F3IrS4Te4, computed with ωB97M-V/def2-TZVPD.

Atoms and positions in Å:
Ir1 -0.17 1.06 0.48
C1 -2.51 3.37 1.41
C2 -2.46 2.54 2.69
S1 -1.68 0.92 2.53
C3 -3.02 -0.19 2.02
C4 -3.56 -0.02 0.61
S2 -2.22 -0.25 -0.59
C5 -2.74 0.84 -1.94
C6 -1.57 1.07 -2.88
S3 -0.08 1.80 -2.16
C7 -0.41 3.57 -2.09
C8 -1.35 4.05 -1.00
S4 -0.86 3.45 0.64
H1 -2.83 4.39 1.65
H2 -3.20 2.95 0.69
H3 -3.47 2.40 3.09
H4 -1.87 3.06 3.44
H5 -3.82 -0.09 2.76
H6 -2.59 -1.19 2.14
H7 -4.01 0.97 0.47
H8 -4.33 -0.77 0.44
H9 -3.10 1.78 -1.51
H10 -3.57 0.38 -2.48
H11 -1.88 1.67 -3.74
H12 -1.23 0.11 -3.28
H13 -0.77 3.90 -3.07
H14 0.58 4.01 -1.96
H15 -2.38 3.74 -1.19
H16 -1.34 5.14 -0.97
Te1 2.47 1.13 1.91
Te2 3.19 1.89 4.35
Te3 0.89 3.10 5.19
Te4 0.82 5.22 3.67
F1 5.63 -5.95 -2.24
C9 4.87 -6.13 -1.15
F2 5.70 -6.36 -0.12
F3 4.16 -7.25 -1.34
C10 3.99 -4.93 -0.89
C11 4.60 -3.70 -0.71
C12 3.82 -2.58 -0.46
C13 2.43 -2.70 -0.40
C14 1.83 -3.95 -0.58
C15 2.61 -5.06 -0.83
C16 1.62 -1.55 -0.14
C17 0.94 -0.56 0.10
H17 5.67 -3.61 -0.76
H18 4.28 -1.62 -0.31
H19 0.75 -4.03 -0.54
H20 2.15 -6.03 -0.97

* charge: +1
* multiplicity: 6
* energy above the lowest of the compared OMol25 structures with the same formula, charge and spin: 0.00 kJ/mol
* LUMO energy (alpha / beta): -2.96 / -4.82 eV
* expectation value of S²: 8.799

=====

No. 7
A structure of composition C2H6FP, computed with ωB97M-V/def2-TZVPD.

Atoms and positions in Å:
C1 1.19 0.92 -0.22
C2 -1.52 -0.71 -0.02
F1 -1.90 -0.11 -1.16
P1 0.83 -0.87 -0.21
H1 1.25 1.30 -1.17
H2 2.23 0.91 0.30
H3 0.46 1.46 0.39
H4 -1.62 -1.74 0.02
H5 -1.99 -0.29 0.88
H6 1.08 -0.89 1.18

* energy above the lowest of the compared OMol25 structures with the same formula, charge and spin: 243.99 kJ/mol
* LUMO energy: 0.81 eV

=====

No. 8
The ion C5H9N4 with charge +1, computed with ωB97M-V/def2-TZVPD.

Atoms and positions in Å:
C1 1.73 -1.28 0.31
C2 1.37 0.12 -0.04
C3 -0.72 -0.79 -1.14
C4 -0.92 0.50 1.08
C5 -0.13 0.34 -0.33
N1 4.20 0.13 -0.28
N2 3.53 1.03 0.22
N3 2.12 1.15 -0.02
N4 2.86 -1.68 0.15
H1 0.81 -1.89 0.49
H2 -1.71 -1.01 -0.83
H3 -0.17 -1.70 -1.32
H4 -0.94 -0.29 -2.05
H5 -1.89 0.77 0.91
H6 -0.53 1.43 1.42
H7 -0.63 -0.17 1.90
H8 -0.25 1.34 -0.73
H9 3.77 1.91 0.61

* charge: +1
* energy above the lowest of the compared OMol25 structures with the same formula, charge and spin: 782.66 kJ/mol
* LUMO energy (alpha / beta): -7.23 / -6.32 eV

=====

Number 1: total energy -901.85534 Eh. Number 2: total energy -1289.66664 Eh. Number 3: total energy -547.38815 Eh. Number 4: total energy -1260.84872 Eh. Number 5: total energy -3003.43938 Eh. Number 6: total energy -3728.25867 Eh. Number 7: total energy -520.92880 Eh. Number 8: total energy -414.43571 Eh.